(1)
Computed, not measured: a 9-piece molecular cluster, C18H54O13 overall in a non-equilibrium geometry, with the ωB97M-V functional and the def2-TZVPD basis.

ORCA input file:
```
! RIJCOSX wB97M-V def2-TZVPD def2/J DEFGRID3
* xyz 0 1
O -0.0391 -3.2073 1.0569
C 0.8584 -4.1043 1.7903
C 2.0556 -3.3648 2.3243
O 2.9424 -4.2686 2.9125
H -0.8703 -3.3827 1.5483
H 0.3045 -4.5378 2.6458
H 1.1579 -4.9381 1.1292
H 1.6494 -2.5896 3.0541
H 2.5338 -2.8613 1.4453
H 3.8057 -3.8610 2.9076
O -2.2035 -1.8101 -4.0661
C -1.8744 -0.4120 -3.9623
C -1.2748 0.1685 -5.2768
O -0.7243 1.4694 -5.0340
H -1.4358 -2.4062 -3.9147
H -2.8304 0.0061 -3.7486
H -1.2373 -0.1630 -3.1252
H -2.0509 0.3853 -6.0244
H -0.5315 -0.5365 -5.6347
H -0.5652 1.8355 -5.9013
O -2.0766 -3.1038 3.5932
C -2.0268 -1.7100 4.0950
C -0.8008 -1.0132 3.7639
O -0.5672 -0.7586 2.3876
H -2.5229 -2.9677 2.7463
H -2.9275 -1.1152 3.8797
H -2.0481 -1.7866 5.1875
H -0.0030 -1.6491 4.2332
H -0.8291 -0.0306 4.3346
H 0.2457 -1.2289 2.1438
O -2.6792 -1.9760 1.0716
C -2.7355 -2.1202 -0.4266
C -3.9412 -1.3866 -0.9433
O -3.7711 0.0530 -0.7544
H -1.9491 -1.3318 1.2729
H -1.7853 -1.7493 -0.8664
H -2.8634 -3.1787 -0.7224
H -4.8392 -1.7373 -0.4290
H -4.1402 -1.4978 -1.9999
H -4.4766 0.4565 -1.2524
C -2.5594 2.5710 2.2790
C -1.2064 3.2206 2.0581
O -0.5125 3.4591 3.2640
H -2.9575 2.0371 1.4282
H -3.2977 3.3462 2.5350
H -2.3883 1.8514 3.1068
H -1.2367 4.0968 1.4245
H -0.6097 2.4419 1.6108
H -1.0555 3.9608 3.8559
C 0.6682 4.8833 -1.9162
C 0.2362 3.7852 -2.8898
O 1.3466 2.9405 -3.2141
H -0.1159 5.6269 -1.7335
H 1.6247 5.3539 -2.2202
H 0.9441 4.4706 -0.9285
H -0.1091 4.2514 -3.8347
H -0.5220 3.1678 -2.4745
H 0.9530 2.2821 -3.8127
C 0.2037 0.9560 -0.4286
C 1.5656 0.2628 -0.6568
O 1.3208 -1.1202 -0.8047
H -0.4344 0.8345 -1.2641
H 0.2412 2.0099 -0.2496
H -0.3409 0.5913 0.4142
H 2.3030 0.4664 0.1470
H 1.9892 0.7301 -1.5841
H 0.6895 -1.4562 -0.1913
C 3.1916 1.7803 3.0218
C 2.9628 1.7546 4.5416
O 1.5840 1.7550 4.8640
H 2.6315 0.9645 2.5970
H 4.2194 1.6513 2.7063
H 2.7743 2.7314 2.7063
H 3.4139 2.6347 4.9900
H 3.3883 0.8520 5.0316
H 1.2510 2.6271 4.5667
C 2.1938 -1.3604 -4.4817
C 3.4572 -1.8287 -3.6631
O 3.0653 -2.7342 -2.6315
H 1.7006 -2.2416 -4.8570
H 2.4192 -0.7148 -5.3154
H 1.5714 -0.8506 -3.7524
H 3.9760 -0.9488 -3.2661
H 4.0863 -2.4721 -4.3334
H 2.4405 -2.2108 -2.0857
*
```

Calculated values
SMILES	OCCO.OCCO.OCCO.OCCO.CCO.CCO.CCO.CCO.CCO
lowest unoccupied orbital energy	0.47	eV

---

(2)
Computed, not measured: one molecule with the formula C4H9N2P in a non-equilibrium geometry, with the ωB97M-V functional and the def2-TZVPD basis.

ORCA input file:
```
! RIJCOSX wB97M-V def2-TZVPD def2/J DEFGRID3
* xyz 0 1
C 1.1991 1.3514 -0.7193
P 0.0938 0.1416 0.1366
C 1.2072 -1.0776 0.9490
C -1.2994 0.7768 1.0006
N -2.4518 0.3893 0.4680
N -2.4853 -0.3780 -0.5175
C -1.2457 -0.8682 -0.9915
H 1.3465 1.0510 -1.7558
H 0.6990 2.3182 -0.7003
H 2.1631 1.4163 -0.2175
H 1.9180 -1.4838 0.2330
H 1.7452 -0.6016 1.7676
H 0.5851 -1.8764 1.3491
H -1.2704 1.4807 1.8101
H -1.0976 -1.9267 -0.7497
H -1.1069 -0.7128 -2.0626
*
```

Calculated values
SMILES	CP1(C)=CN=NC1
lowest unoccupied orbital energy	0.53	eV

---

(3)
Computed, not measured: a 12-piece molecular cluster, C42H94F9IN2O16PS11 overall in a non-equilibrium geometry, with the ωB97M-V functional and the def2-TZVPD basis.

ORCA input file:
```
! RIJCOSX wB97M-V def2-TZVPD def2/J DEFGRID3
* xyz -1 1
C 1.0293 -3.1609 -4.5577
C 0.5927 -2.7322 -3.5316
C 0.1906 -2.3694 -2.1580
O -0.3985 -3.4530 -1.5095
P 0.1073 -3.7267 0.1488
O -0.9983 -5.0344 0.3113
C 1.3945 -5.0580 -0.4801
N 1.1119 -5.6162 -1.8259
C 0.8091 -3.9245 1.8882
C 0.0331 -4.8424 2.8402
C 0.3691 -4.6258 4.2965
O -0.3651 -4.8931 5.2206
O 1.5868 -4.0828 4.5423
C -1.3196 -2.4340 0.5634
I -1.4586 -1.6305 2.5690
C -2.7423 -2.8310 0.1087
C -3.6515 -3.5462 1.1107
O 1.2035 -2.3411 -0.0247
C 1.3884 -1.8190 -1.3098
C 2.7726 -2.3203 -1.8105
C 3.8096 -2.4338 -0.6959
C 4.2516 -1.1399 -0.0459
F 4.3345 -0.1056 -0.9180
F 3.4377 -0.7700 0.9838
C 5.6676 -1.2836 0.6026
F 5.8974 -2.5297 1.0630
F 6.6000 -1.0482 -0.3626
C 5.9659 -0.2555 1.7344
F 7.3174 -0.1306 1.8176
F 5.4851 0.9498 1.3960
C 5.4604 -0.6514 3.1792
F 4.8331 0.3949 3.7225
F 6.4997 -0.9494 3.9675
F 4.6273 -1.6788 3.1772
N 1.4072 -0.3938 -1.4086
C 0.6084 0.5088 -0.9929
C -0.3121 1.2742 -1.9216
C 0.5451 0.9895 0.4335
H 1.4714 -3.5503 -5.4465
H -0.5938 -1.6007 -2.2477
H -1.3492 -5.2308 -0.5641
H 2.4222 -4.6891 -0.4418
H 1.3229 -5.8856 0.2327
H 1.9362 -5.6208 -2.4126
H 0.8076 -6.5799 -1.7634
H 1.7772 -4.4151 1.7296
H 1.0593 -2.9730 2.3471
H 0.2740 -5.8902 2.6388
H -1.0428 -4.6809 2.8006
H 1.5251 -3.7085 5.4325
H -1.0686 -1.5521 -0.0275
H -3.2410 -1.8854 -0.1541
H -2.6598 -3.3999 -0.8160
H -4.3705 -4.1637 0.5567
H -4.2252 -2.8441 1.7152
H -3.0896 -4.2429 1.7358
H 3.1403 -1.6204 -2.5634
H 2.6712 -3.3024 -2.2719
H 4.7178 -2.8657 -1.1365
H 3.4964 -3.1050 0.1021
H -0.1330 1.0285 -2.9664
H -1.3428 1.0540 -1.6256
H -0.1591 2.3490 -1.7631
H -0.4520 0.8495 0.8589
H 0.7097 2.0717 0.4008
H 1.3294 0.5423 1.0385
C 1.2938 5.7734 2.0457
S 0.3002 4.2760 2.0563
O -0.3669 4.2167 0.7200
C -0.9111 4.8619 3.2279
H 2.0996 5.6312 1.3258
H 0.6759 6.6198 1.7411
H 1.6995 5.9233 3.0478
H -1.3626 5.7678 2.8205
H -0.4128 5.0519 4.1781
H -1.6583 4.0805 3.3514
C 1.9540 3.2567 -4.2698
S 0.3056 3.8791 -4.6338
O -0.5118 2.7073 -5.0355
C 0.7704 4.7231 -6.1528
H 1.8862 2.6490 -3.3688
H 2.2991 2.6435 -5.1022
H 2.6280 4.0968 -4.0995
H 1.2071 3.9997 -6.8425
H 1.4870 5.5143 -5.9266
H -0.1304 5.1568 -6.5794
C -2.8041 7.9287 -0.3891
S -1.7351 8.2983 1.0020
O -2.2679 7.5348 2.1604
C -2.2612 10.0035 1.2242
H -2.6476 6.8818 -0.6432
H -3.8416 8.0941 -0.0990
H -2.5302 8.5592 -1.2352
H -3.3362 10.0297 1.4023
H -2.0013 10.5814 0.3371
H -1.7322 10.3988 2.0889
C -1.3781 -6.3181 7.7871
S -1.4708 -8.0886 8.0376
O -2.8949 -8.4909 7.8853
C -1.1462 -8.0491 9.8089
H -1.5867 -6.1040 6.7422
H -2.1152 -5.8309 8.4268
H -0.3712 -5.9742 8.0217
H -1.9035 -7.4366 10.2983
H -0.1492 -7.6447 9.9851
H -1.1994 -9.0712 10.1787
C -6.4487 0.0390 -0.7570
S -5.0947 0.4806 0.3429
O -5.1674 -0.4528 1.4911
C -5.8043 2.0367 0.9022
H -6.2149 -0.9367 -1.1786
H -7.3757 -0.0131 -0.1855
H -6.5250 0.7772 -1.5561
H -6.7764 1.8463 1.3581
H -5.8977 2.7185 0.0563
H -5.1208 2.4553 1.6384
C -2.8442 -6.9532 -5.4394
S -1.3865 -6.3797 -4.5599
O -1.0204 -7.4785 -3.6180
C -2.1766 -5.1007 -3.5951
H -2.5407 -7.7888 -6.0675
H -3.5995 -7.2804 -4.7267
H -3.2388 -6.1521 -6.0616
H -2.9699 -5.5488 -2.9935
H -2.5784 -4.3397 -4.2651
H -1.4076 -4.6667 -2.9519
C -3.2962 2.5380 7.5418
S -2.6608 3.5467 6.1946
O -2.1870 2.6029 5.1568
C -1.2086 4.1394 7.0815
H -4.1898 2.0352 7.1780
H -2.5446 1.8001 7.8212
H -3.5492 3.1762 8.3891
H -0.6082 3.2840 7.3927
H -1.5286 4.7244 7.9446
H -0.6312 4.7667 6.4048
C 4.0423 7.1049 5.3169
S 3.4229 5.4195 5.3876
O 1.9698 5.4870 5.0769
C 3.5559 5.2365 7.1687
H 3.9973 7.4262 4.2782
H 3.4143 7.7478 5.9337
H 5.0755 7.1242 5.6635
H 2.9630 6.0103 7.6563
H 4.6032 5.3069 7.4625
H 3.1683 4.2524 7.4239
C -2.6337 7.3938 -8.7666
S -1.4890 7.4918 -7.3849
O -1.9717 6.5334 -6.3607
C -1.9932 9.1273 -6.8348
H -2.5090 6.4149 -9.2244
H -3.6529 7.5047 -8.3972
H -2.3969 8.1732 -9.4912
H -3.0579 9.1146 -6.6025
H -1.7754 9.8575 -7.6144
H -1.4198 9.3617 -5.9405
C 9.2944 0.2452 -1.2030
S 9.5301 1.2052 -2.6994
O 10.1905 0.3171 -3.6920
C 10.8177 2.2723 -2.0339
H 8.5541 -0.5210 -1.4096
H 10.2414 -0.2180 -0.9248
H 8.9319 0.8948 -0.4065
H 11.6526 1.6593 -1.6942
H 10.4107 2.8613 -1.2119
H 11.1438 2.9332 -2.8343
C -6.1915 -7.7962 -9.0477
S -6.7169 -7.5550 -7.3450
O -5.5467 -7.0104 -6.6122
C -6.8151 -9.3002 -6.9272
H -6.0246 -6.8120 -9.4802
H -5.2648 -8.3696 -9.0605
H -6.9757 -8.3138 -9.6006
H -5.8431 -9.7651 -7.0914
H -7.5825 -9.7779 -7.5367
H -7.0845 -9.3688 -5.8754
*
```

Calculated values
lowest unoccupied orbital energy	1.33	eV

---

(4)
Computed, not measured: a 3-piece molecular cluster, C7H18N2O overall in a non-equilibrium geometry, with the ωB97M-V functional and the def2-TZVPD basis.

ORCA input file:
```
! RIJCOSX wB97M-V def2-TZVPD def2/J DEFGRID3
* xyz 0 1
C -1.5612 -0.6466 -0.9499
C -1.6805 1.3202 1.2827
C -1.5430 -0.7975 -2.4347
C -1.6963 -1.8658 -0.1091
O -0.6923 0.8174 0.4732
H -2.2179 0.1583 -0.6591
H -1.6579 0.9296 2.3184
H -2.7040 1.0463 0.9139
H -1.6881 2.4248 1.3321
H -0.9176 -1.6176 -2.7770
H -2.5769 -1.0001 -2.7485
H -1.2307 0.1257 -2.9242
H -2.7075 -2.2688 -0.2528
H -0.9814 -2.6344 -0.4011
H -1.5780 -1.6195 0.9436
C 2.5020 1.3690 -0.2727
C 2.1938 0.4763 1.9911
N 2.1962 0.2170 0.5594
C 1.3202 -0.7060 0.0982
N 0.8283 -0.8509 -1.0828
H 1.0871 -0.0932 -1.7081
H 0.9780 -1.4039 0.8568
H 3.1871 2.0664 0.2063
H 3.0090 1.0633 -1.1898
H 1.4230 1.2196 2.2263
H 1.9607 -0.4357 2.5341
H 3.1786 0.8237 2.3085
H 1.5692 1.8821 -0.5348
*
```

Calculated values
lowest unoccupied orbital energy (spin up / spin down)	0.20 / 0.20	eV

---

no.,total energy (eV)
1,-46155.3594
2,-16560.2638
3,-241843.8754
4,-12574.4217